1.
115
Properties=species:S:1:pos:R:3:forces:R:3:lowdin_charge:R:1 method="wB97M-V/def2-TZVPD" smiles="C[C@@H](I)[C@H](I)c1ccc2c(c1CCCCl)C(=O)c1c(Cl)cc(CC(=O)F)cc1C2=O.COC[C@@H](C)N.COC[C@@H](C)N.COC[C@@H](C)N.COC[C@@H](C)N" charge=0
C 4.128170 4.211387 3.169657 1.12 -0.11 0.23 -0.2239
C 4.763806 3.682345 1.869683 -0.86 0.62 0.04 -0.7304
I 6.112890 2.016136 2.257979 -0.04 0.47 -0.15 0.9509
C 3.774636 3.403961 0.670468 0.77 -0.39 0.24 -0.6357
I 1.827937 4.364897 0.898167 0.32 0.00 -0.27 1.0063
C 3.625494 1.955429 0.237439 -0.43 -0.42 -0.16 -0.3122
C 4.149385 1.625430 -1.008383 0.29 1.01 -0.22 -0.0330
C 4.063121 0.374547 -1.566463 0.30 -0.59 -0.58 0.0054
C 3.420514 -0.631067 -0.876813 -0.16 -0.48 0.15 -0.0739
C 2.914702 -0.351253 0.394560 -0.23 -0.49 0.04 -0.0281
C 3.007456 0.918453 0.962837 -0.18 0.72 0.99 -0.1325
C 2.387172 1.142534 2.339786 -0.31 -0.96 0.37 -0.1456
C 3.194132 0.574165 3.555561 -0.07 0.68 0.04 -0.3009
C 2.297973 -0.104991 4.607040 0.16 -0.22 -0.20 -0.5602
Cl 2.860626 0.307471 6.284311 -0.28 -0.05 -0.36 0.5142
C 2.255126 -1.521558 1.087877 -0.30 -0.24 -0.23 -0.2599
O 2.405474 -1.818061 2.249074 0.06 0.23 -0.37 0.0916
C 1.385583 -2.383785 0.172491 0.92 0.94 0.68 -0.0985
C 0.161166 -2.875800 0.574772 -0.34 -0.21 0.33 -0.5215
Cl -0.452714 -2.501638 2.179456 -0.09 -0.24 -0.64 0.7377
C -0.583429 -3.653248 -0.304640 0.04 0.26 0.40 -0.0229
C -0.056396 -3.917784 -1.561970 -0.79 -0.58 -0.74 -0.1902
C -0.926055 -4.753973 -2.509417 -0.61 -0.05 0.71 -0.0219
C -2.028034 -3.856453 -3.074831 0.62 1.52 -1.05 -0.4103
O -1.782738 -2.884370 -3.732485 -0.42 -1.16 0.74 0.1562
F -3.336092 -4.136479 -2.810185 0.90 -0.23 0.05 0.0655
C 1.171693 -3.433586 -1.967869 0.34 -0.09 -0.32 0.0510
C 1.895202 -2.655670 -1.091228 0.44 0.40 0.10 -0.0683
C 3.235546 -2.027864 -1.440243 -0.01 0.07 0.04 -0.2526
O 4.078915 -2.597298 -2.095694 -0.53 0.36 0.04 0.1378
H 3.796080 5.249210 3.032334 -0.22 -0.39 -0.15 0.0499
H 3.333428 3.581374 3.575001 0.09 0.20 -0.11 0.0464
H 4.943363 4.273860 3.908362 -0.37 -0.13 -0.04 0.0670
H 5.437452 4.474974 1.531002 -0.08 -0.36 -0.06 0.0329
H 4.212835 3.932252 -0.183008 -0.31 -0.07 0.21 0.0628
H 4.651160 2.414608 -1.571631 -0.12 -0.21 0.07 0.1252
H 4.491857 0.168986 -2.545368 -0.08 0.05 0.19 0.1309
H 1.424167 0.602212 2.334365 0.19 0.29 -0.06 0.1155
H 2.141175 2.183352 2.557346 0.11 -0.16 -0.36 0.0288
H 4.001755 -0.068693 3.197590 -0.24 -0.04 0.31 0.0766
H 3.655410 1.433887 4.059781 0.09 -0.32 -0.16 0.0416
H 2.326495 -1.194802 4.558218 0.06 0.27 -0.09 0.0561
H 1.250679 0.200180 4.490899 0.30 0.12 0.31 0.0754
H -1.570981 -4.027711 -0.021506 0.27 0.04 -0.06 0.1093
H -1.318439 -5.587665 -1.913645 -0.16 0.09 -0.45 0.1185
H -0.362712 -5.147967 -3.361022 -0.08 0.13 0.18 0.1384
H 1.570851 -3.635967 -2.959829 -0.14 -0.04 0.18 0.1421
C -3.765213 -7.060752 -2.983426 0.00 -0.23 -0.23 -0.1099
O -2.793140 -8.065633 -2.743256 0.01 0.16 0.18 -0.1935
C -2.756237 -8.547610 -1.410906 0.25 -0.17 0.13 -0.2114
C -3.816517 -9.611241 -1.084292 -0.23 0.17 -0.26 -0.4309
C -5.215949 -9.037054 -0.885277 -0.12 0.01 0.19 -0.0708
N -3.874591 -10.656940 -2.110320 0.25 0.05 0.03 0.0385
H -3.897943 -6.407112 -2.118530 -0.05 -0.07 0.05 0.0748
H -4.719494 -7.508841 -3.269673 -0.09 0.11 0.10 0.0803
H -3.421303 -6.458944 -3.823789 0.06 -0.05 0.00 0.0825
H -1.771145 -9.009829 -1.297403 -0.01 -0.01 -0.09 0.1211
H -2.795223 -7.712602 -0.698057 -0.14 0.03 -0.02 0.1172
H -3.522857 -10.079026 -0.139585 0.11 0.02 -0.04 0.1349
H -5.695475 -8.776315 -1.828702 0.08 0.00 -0.03 0.0641
H -5.857577 -9.770520 -0.395568 0.04 -0.03 -0.05 0.0759
H -5.189542 -8.144353 -0.255913 0.01 0.01 -0.03 0.0757
H -2.966799 -11.110390 -2.170352 -0.06 -0.10 0.06 0.0715
H -3.974350 -10.194709 -3.010960 -0.11 -0.03 0.02 0.0688
C 5.910709 7.266523 1.740391 0.18 -0.21 -0.12 -0.0969
O 5.276343 6.846163 0.543024 -0.18 0.12 0.22 -0.2130
C 4.401029 7.809305 -0.028256 -0.19 -0.07 -0.30 -0.2058
C 5.106251 8.885269 -0.869691 0.32 -0.04 0.24 -0.4292
C 5.810908 9.950360 -0.034823 -0.05 0.21 0.02 -0.0713
N 6.073269 8.300757 -1.804352 -0.22 -0.18 0.00 0.0400
H 5.260601 7.905285 2.344293 0.00 0.05 -0.05 0.0978
H 6.847056 7.782382 1.520070 -0.04 0.12 0.13 0.0795
H 6.157397 6.375884 2.320673 -0.04 -0.01 -0.01 0.0760
H 3.738719 7.244892 -0.690971 0.06 -0.08 0.03 0.1122
H 3.761396 8.256036 0.743215 0.11 0.05 0.07 0.1220
H 4.333616 9.393442 -1.454382 -0.05 -0.11 -0.01 0.1362
H 6.750722 9.593250 0.386173 -0.03 -0.07 -0.02 0.0639
H 6.049563 10.816166 -0.653186 0.01 -0.06 -0.03 0.0767
H 5.175864 10.292144 0.785546 0.01 -0.02 0.00 0.0788
H 5.584397 7.666806 -2.431002 0.02 0.11 -0.10 0.0713
H 6.684062 7.688722 -1.268528 0.08 0.10 -0.01 0.0684
C -3.408427 4.284504 0.325191 0.07 0.27 0.14 -0.1047
O -2.030803 4.437359 0.035466 -0.03 -0.22 -0.02 -0.2098
C -1.548919 3.628023 -1.024039 0.29 -0.05 -0.12 -0.2284
C -1.817484 4.189113 -2.429236 -0.34 0.15 0.15 -0.4288
C -3.260016 4.013172 -2.894117 -0.06 -0.11 -0.16 -0.0720
N -1.457918 5.607705 -2.526369 0.20 -0.09 0.13 0.0410
H -3.744913 3.254618 0.176662 0.00 0.00 -0.08 0.0902
H -4.008755 4.967438 -0.279867 -0.13 -0.14 -0.04 0.0754
H -3.560255 4.551545 1.371439 0.07 -0.03 0.00 0.0869
H -0.466259 3.582462 -0.883441 -0.04 0.05 0.02 0.0415
H -1.920368 2.599586 -0.924888 -0.14 0.03 -0.02 0.1211
H -1.184699 3.629909 -3.125261 0.08 0.00 0.09 0.1358
H -3.937068 4.727312 -2.425264 0.06 0.01 0.06 0.0636
H -3.330465 4.169765 -3.971119 0.04 0.04 0.03 0.0758
H -3.622863 3.005448 -2.679930 0.00 0.02 0.02 0.0780
H -0.468330 5.710890 -2.316319 0.01 0.01 -0.12 0.0667
H -1.919943 6.091927 -1.760318 -0.07 0.02 -0.09 0.0688
C -7.237697 -3.057377 1.891210 -0.15 -0.11 -0.23 -0.1051
O -6.546461 -2.511636 0.781810 0.07 0.08 0.20 -0.1864
C -5.252008 -2.015783 1.070043 0.15 0.19 -0.22 -0.2027
C -4.152834 -3.088020 1.117517 -0.29 -0.23 0.19 -0.4359
C -4.166501 -3.920825 2.394239 0.18 -0.03 0.17 -0.0686
N -4.222099 -3.988174 -0.037941 0.07 0.19 -0.06 0.0475
H -7.009265 -2.523357 2.817762 0.07 -0.03 0.00 0.0911
H -7.010948 -4.119987 2.003598 0.02 0.02 0.19 0.0745
H -8.306072 -2.968064 1.693905 0.03 0.06 -0.04 0.0876
H -5.015909 -1.329329 0.251775 -0.06 -0.04 -0.04 0.1231
H -5.264473 -1.415092 1.988544 -0.01 -0.11 0.09 0.1216
H -3.190376 -2.566577 1.084108 -0.07 0.09 -0.05 0.0986
H -4.962479 -4.665703 2.400174 -0.05 0.06 -0.07 0.0650
H -3.225541 -4.463405 2.502054 -0.01 0.02 -0.05 0.0665
H -4.286102 -3.286889 3.275342 -0.01 -0.01 0.00 0.0816
H -4.110848 -3.442053 -0.886602 0.04 -0.03 0.00 0.0566
H -5.177292 -4.333994 -0.098140 0.05 -0.10 0.06 0.0771

2.
110
Properties=species:S:1:pos:R:3:forces:R:3:lowdin_charge:R:1 method="wB97M-V/def2-TZVPD" charge=-1 relative_energy_kj_mol=24.1
Mg -1.351793 0.176366 -0.161338 0.81 -0.08 -1.26 0.4439
O -1.244727 -3.819214 0.119939 -0.07 0.05 -0.02 0.0374
C -1.569804 -2.741628 -0.367539 -0.13 -0.87 -0.35 -0.6374
O -1.427670 -1.615891 0.207406 0.06 -0.13 0.89 -0.2732
C -2.210304 -2.720672 -1.737879 0.02 0.05 -0.10 -0.1808
C -3.160492 -3.695108 -2.014797 -0.06 -0.16 -0.02 -0.0387
C -3.743255 -3.798427 -3.264970 -0.17 -0.05 0.05 -0.1073
C -3.361778 -2.917518 -4.267440 -0.11 -0.06 -0.09 -0.1101
C -2.429910 -1.937324 -4.006434 -0.03 -0.05 -0.03 -0.1385
C -1.848385 -1.801770 -2.740907 -0.10 -0.12 0.08 -0.6412
S -0.647469 -0.556303 -2.563961 0.23 0.82 0.39 0.5734
H -3.432202 -4.388735 -1.228655 0.08 -0.02 0.02 0.1137
H -4.490707 -4.556780 -3.456108 -0.02 -0.05 -0.01 0.0877
H -3.798422 -2.992516 -5.255532 -0.03 -0.02 -0.04 0.0917
H -2.114943 -1.248594 -4.779393 -0.04 0.02 -0.02 0.0866
C 2.869589 -0.579772 -3.079666 -0.01 -0.04 0.25 -0.2879
P 2.311715 -1.222654 -1.437096 0.04 -0.22 -0.77 0.9701
C 3.946668 -1.152372 -0.590347 0.41 0.07 -0.64 -0.4326
N 5.074261 -1.291079 -1.249944 -0.03 0.20 0.00 0.1226
C 6.215776 -1.398266 -0.532942 0.03 -0.03 0.65 -0.2103
C 7.445345 -1.610895 -1.183361 0.35 -0.06 0.06 -0.0146
C 8.581583 -1.833670 -0.446996 -0.18 0.04 -0.54 -0.0917
C 8.541860 -1.828793 0.952397 -0.21 0.05 0.52 -0.0924
C 7.364699 -1.591973 1.615550 0.43 -0.13 -0.03 -0.0174
C 6.181747 -1.382883 0.887912 0.01 0.02 -0.61 -0.2124
N 5.023913 -1.140503 1.540713 -0.08 -0.07 -0.05 0.1180
C 3.942212 -0.990971 0.816351 0.36 -0.19 0.57 -0.4421
P 2.376990 -0.505038 1.631882 -0.05 0.47 0.94 1.0031
C 2.765437 -1.216540 3.300891 -0.05 0.01 -0.32 -0.2725
C 2.838835 1.335034 1.895701 -0.03 -0.15 -0.02 -0.7082
C 4.231477 1.592638 2.463736 -0.16 -0.05 -0.16 -0.0948
C 2.704248 1.987656 0.519572 -0.08 -0.17 0.10 -0.1045
C 1.798300 1.936632 2.840932 0.01 -0.21 -0.19 -0.1173
C 2.353572 -3.109583 -1.738333 0.04 0.07 -0.01 -0.6869
C 3.627746 -3.617658 -2.410363 -0.06 0.11 0.19 -0.0978
C 1.164200 -3.479619 -2.620710 -0.08 0.12 0.14 -0.1039
C 2.169188 -3.754243 -0.364226 -0.06 0.20 -0.05 -0.0913
H 3.879632 -0.917507 -3.298746 0.00 0.02 -0.13 0.0156
H 2.851538 0.510117 -3.036383 0.01 0.03 -0.03 0.0298
H 2.167398 -0.890668 -3.848716 -0.06 -0.03 -0.01 0.0148
H 7.459010 -1.621848 -2.262412 -0.03 -0.01 -0.12 0.1108
H 9.520167 -2.025499 -0.948354 0.04 0.01 -0.05 0.0981
H 9.448711 -2.020123 1.509038 0.04 0.03 0.05 0.0978
H 7.312872 -1.571081 2.693901 -0.02 -0.01 0.10 0.1099
H 3.836734 -1.201494 3.488660 -0.05 0.04 0.13 0.0179
H 2.416999 -2.249349 3.281243 -0.02 -0.05 0.10 0.0371
H 2.228361 -0.686103 4.083081 -0.05 0.04 0.03 0.0057
H 5.007914 1.262176 1.779493 0.10 0.05 0.01 0.0656
H 4.371286 1.079622 3.411675 0.08 -0.06 0.12 0.0724
H 4.361764 2.662781 2.632563 -0.01 0.14 0.02 0.0826
H 3.445550 1.578685 -0.166817 0.03 0.05 -0.15 0.0691
H 2.853591 3.066449 0.588173 0.01 0.08 0.00 0.0850
H 1.711933 1.793493 0.103596 0.02 0.09 -0.09 0.0669
H 1.939591 1.583401 3.860834 -0.02 -0.05 0.13 0.0711
H 0.795746 1.667369 2.511441 -0.12 0.07 0.05 0.0280
H 1.881869 3.024454 2.848772 -0.01 0.09 -0.01 0.0882
H 3.732472 -3.206686 -3.411807 0.06 0.03 -0.13 0.0735
H 3.573531 -4.703063 -2.493489 -0.08 -0.16 -0.04 0.0799
H 4.521963 -3.371591 -1.844925 0.04 -0.11 -0.05 0.0553
H 1.171161 -2.935289 -3.564424 -0.05 0.01 -0.06 0.0697
H 0.235089 -3.266383 -2.103224 -0.06 -0.01 -0.12 0.0418
H 1.180865 -4.548246 -2.840500 0.08 -0.13 0.02 0.0902
H 2.948760 -3.440234 0.331927 0.11 -0.10 0.09 0.0628
H 2.202241 -4.839988 -0.448231 0.01 -0.14 -0.02 0.0878
H 1.198567 -3.479366 0.047342 -0.05 -0.05 0.13 0.0638
C -4.422858 -0.452340 1.203207 0.11 0.14 0.03 -0.1055
C -4.678895 0.684972 0.211762 -0.13 0.23 0.01 -0.6311
C -4.826199 0.019583 -1.155117 0.06 0.15 -0.03 -0.1001
C -6.013892 1.339711 0.579927 0.23 0.04 -0.04 -0.0983
Si -3.117440 1.889090 0.148447 -0.53 0.82 0.33 0.8023
C -3.206627 3.094811 -1.416050 -0.15 -0.06 0.06 -0.6364
C -2.258284 4.284521 -1.270648 -0.07 -0.12 0.20 -0.1195
C -2.730231 2.333787 -2.652116 0.05 -0.01 0.13 -0.1446
C -4.605063 3.645333 -1.702131 0.06 -0.12 0.15 -0.1046
C -3.083500 2.994616 1.785729 -0.07 -0.06 -0.18 -0.6333
C -4.107269 4.130113 1.804202 0.11 -0.12 -0.12 -0.0988
C -1.678756 3.569939 1.956902 -0.08 -0.09 -0.13 -0.1218
C -3.332238 2.123473 3.016240 -0.08 0.02 -0.22 -0.1243
H -5.225473 -1.189596 1.134155 -0.13 -0.11 -0.06 0.0870
H -4.390220 -0.108325 2.231496 0.06 -0.01 0.15 0.0580
H -3.488091 -0.960608 0.977978 0.02 -0.18 0.11 0.0456
H -5.550300 -0.797080 -1.105824 -0.07 -0.11 0.04 0.0885
H -3.876499 -0.403576 -1.482661 0.03 -0.13 -0.21 0.0587
H -5.177969 0.719397 -1.908868 0.03 0.05 -0.17 0.0655
H -6.824453 0.613176 0.486809 -0.11 -0.13 -0.01 0.0792
H -6.243150 2.179177 -0.071400 -0.10 0.13 -0.03 0.0584
H -6.008379 1.689968 1.610281 -0.05 0.09 0.10 0.0588
H -1.241065 3.947095 -1.079658 0.18 0.03 0.06 0.0738
H -2.565599 4.953341 -0.472619 0.06 0.14 0.10 0.0525
H -2.247207 4.867760 -2.193647 -0.01 0.02 -0.19 0.0808
H -1.677390 2.069315 -2.563490 -0.03 -0.10 -0.08 0.0237
H -2.844075 2.952397 -3.544427 -0.04 0.18 -0.15 0.0822
H -3.288290 1.418169 -2.813215 0.01 -0.20 -0.10 0.0546
H -5.024306 4.146008 -0.833727 -0.16 0.09 0.10 0.0596
H -5.280023 2.849145 -2.003771 -0.17 -0.05 -0.02 0.0600
H -4.568660 4.370544 -2.518782 0.04 0.09 -0.14 0.0775
H -3.903848 4.867515 1.032768 -0.05 0.12 -0.06 0.0554
H -4.091415 4.644852 2.767542 0.03 0.09 0.17 0.0792
H -5.110890 3.743649 1.649856 -0.19 0.04 -0.01 0.0607
H -1.407086 4.247444 1.157383 0.13 0.12 -0.13 0.0522
H -0.952264 2.759691 1.969307 0.17 -0.03 0.04 0.0371
H -1.601316 4.117184 2.897767 0.01 0.10 0.22 0.0818
H -4.380099 1.851522 3.104120 -0.12 -0.17 0.03 0.0670
H -3.065319 2.664083 3.927274 0.07 0.13 0.14 0.0826
H -2.735475 1.217998 2.964229 0.04 -0.22 0.13 0.0205
Cl -0.808604 -0.775754 2.782295 -0.07 0.14 1.04 0.6104
C -0.711426 -0.075974 4.440979 0.05 -0.07 -0.50 -0.9746
Cl -2.039983 -0.634064 5.462963 -0.11 -0.05 0.06 0.5223
H -0.781333 1.008760 4.377496 0.06 -0.16 -0.10 0.0149
H 0.218645 -0.396185 4.909278 -0.15 0.05 -0.20 0.0089

Respective lowest unoccupied orbital energy values: -0.93; 1.53 eV.
Respective frontier orbital gap values: 8.289; 5.734 eV.